C20H60O10 | ωB97M-V with the def2-TZVPD basis set

For the energy relative to the best compared isomer or geometry (same formula, charge and spin), the calculation gives 15.197 eV.

Positions of all 90 atoms, in Å:
C (11.55229, -62.52421, 0.17965)
C (10.95124, -62.07140, 1.51288)
O (9.90979, -63.00670, 1.74557)
H (12.39281, -61.92145, -0.27511)
H (10.40358, -62.67166, -0.53746)
H (11.86078, -63.52070, 0.13123)
H (10.41193, -61.10669, 1.25165)
H (11.88636, -61.93579, 2.31356)
H (9.25362, -62.57330, 2.44972)
C (9.27185, -62.12970, 6.99317)
C (7.93239, -62.77371, 7.50130)
O (6.85582, -62.38704, 6.55001)
H (9.27536, -61.04394, 7.31494)
H (9.72874, -62.29025, 6.07698)
H (9.98190, -62.62288, 7.65474)
H (7.67691, -62.57158, 8.49767)
H (7.89276, -63.77732, 7.58619)
H (6.04503, -62.26955, 7.05309)
C (8.55653, -59.29415, 3.37980)
C (7.68920, -60.56541, 3.17529)
O (8.07299, -61.84641, 3.75815)
H (8.96920, -59.12811, 4.38923)
H (7.95580, -58.52298, 3.17559)
H (9.40180, -59.34412, 2.68858)
H (7.74829, -60.57385, 2.00115)
H (6.82186, -60.28928, 3.47800)
H (7.64543, -61.76904, 4.70521)
C (4.53376, -60.02143, 5.61274)
C (3.52732, -61.08395, 5.98495)
O (4.05465, -61.69471, 7.21097)
H (4.88178, -59.17352, 6.11657)
H (4.31467, -59.85469, 4.50904)
H (5.52228, -60.48585, 5.73838)
H (3.26354, -62.01611, 5.19838)
H (2.58711, -60.83639, 6.21396)
H (3.58214, -62.74016, 7.67366)
C (5.11120, -57.10749, 2.43474)
C (4.62567, -58.12266, 1.49399)
O (5.63276, -59.11170, 1.14920)
H (4.28317, -56.29922, 2.79330)
H (6.00903, -56.61482, 2.02639)
H (5.45509, -57.34559, 3.32941)
H (4.29750, -57.61551, 0.70311)
H (3.65103, -58.39511, 1.77202)
H (5.86629, -58.97748, 0.39245)
C (9.94000, -57.43668, 0.02928)
C (9.38812, -58.65025, -0.64171)
O (8.02414, -58.39844, -0.83930)
H (9.39916, -57.06023, 0.74530)
H (10.05441, -56.59816, -0.62490)
H (10.90681, -57.60706, 0.38913)
H (9.60243, -59.44822, 0.23636)
H (9.81187, -58.92728, -1.68080)
H (7.91580, -58.81516, -1.58662)
C (3.47605, -63.17465, 1.50033)
C (4.45747, -62.05011, 1.46645)
O (3.69208, -60.94004, 1.11040)
H (2.78759, -63.39088, 2.20882)
H (4.03229, -64.24669, 1.35926)
H (2.99928, -63.02760, 0.75433)
H (5.22098, -62.32086, 0.72361)
H (5.03630, -62.09328, 2.36371)
H (4.26983, -60.22421, 1.09494)
C (9.89705, -55.89253, 4.41308)
C (10.26525, -54.55242, 3.74433)
O (10.95373, -53.72825, 4.76756)
H (9.26098, -55.66709, 5.12421)
H (10.59132, -56.60348, 4.76732)
H (9.23114, -56.47655, 3.63923)
H (9.23199, -54.08725, 3.76520)
H (10.61118, -54.52961, 2.67480)
H (11.79114, -53.64044, 4.25885)
C (7.63181, -65.32783, 3.54412)
C (7.86393, -65.29094, 5.03185)
O (8.32315, -66.55110, 5.46476)
H (7.04324, -66.08938, 3.33593)
H (8.52459, -65.40641, 2.97850)
H (6.89201, -64.43540, 3.35443)
H (6.96590, -64.92532, 5.54273)
H (8.75950, -64.53778, 5.17821)
H (8.02055, -66.66522, 6.31757)
C (7.73785, -58.70080, 7.84675)
C (7.08873, -57.29126, 8.00483)
O (6.73224, -57.10559, 9.27581)
H (8.60433, -58.89278, 8.46765)
H (8.11578, -58.90933, 6.69645)
H (7.07236, -59.53262, 8.09450)
H (6.19114, -57.12717, 7.42555)
H (7.74867, -56.41276, 8.03665)
H (6.31458, -56.27105, 9.20736)



C20H23I2LaN9PS2 | ωB97M-V with the def2-TZVPD basis set

Its charge is +2. For the energy relative to the best compared isomer or geometry (same formula, charge and spin), the calculation gives 0.000 eV.

Positions of all 58 atoms, in Å:
La (0.87711, 1.16899, 0.12446)
C (-0.92811, -0.91716, 5.49351)
N (-0.15047, -0.12789, 4.52893)
C (0.78230, 0.81018, 4.87325)
C (1.26369, 1.31929, 3.70665)
N (0.63938, 0.70186, 2.65135)
C (-0.21973, -0.16857, 3.17801)
P (-1.34025, -1.31560, 2.30774)
C (-2.17973, -0.16476, 1.17423)
N (-1.59433, 0.67959, 0.32910)
C (-2.60168, 1.31906, -0.35425)
C (-3.79983, 0.84720, 0.08711)
N (-3.52203, -0.08605, 1.05130)
C (-4.53101, -0.84215, 1.80411)
C (-0.16933, -2.05917, 1.12199)
N (0.65423, -1.41865, 0.29876)
C (1.31118, -2.38342, -0.42351)
C (0.89230, -3.61313, -0.01634)
N (-0.04624, -3.39671, 0.95523)
C (-0.77239, -4.45618, 1.66783)
H (-0.63721, -0.60595, 6.49175)
H (-0.71310, -1.97564, 5.37419)
H (-1.99049, -0.73156, 5.36164)
H (1.01298, 1.03629, 5.90017)
H (1.99672, 2.09585, 3.56697)
H (-2.39842, 2.08084, -1.08707)
H (-4.81017, 1.09588, -0.18973)
H (-5.51080, -0.51077, 1.47541)
H (-4.43040, -0.64725, 2.86841)
H (-4.43052, -1.90633, 1.60773)
H (2.02760, -2.14482, -1.19322)
H (1.16684, -4.60427, -0.33496)
H (-0.42433, -5.41184, 1.28907)
H (-1.84036, -4.36990, 1.48668)
H (-0.56858, -4.40046, 2.73367)
I (4.11714, 0.14051, 0.31011)
C (4.68451, 2.01079, 1.14377)
I (3.18461, 3.50461, 0.94137)
H (5.57012, 2.33479, 0.61230)
H (4.88146, 1.83582, 2.19361)
S (0.84087, 5.62806, 0.43826)
C (0.26126, 4.24842, -0.15205)
N (-0.10241, 3.19718, -0.56655)
N (1.47229, 1.27582, -7.42968)
C (0.54416, 0.63188, -6.70824)
S (-0.71797, -0.15850, -7.37461)
C (0.73213, 0.70208, -5.20319)
C (1.79862, 1.35084, -4.58858)
C (1.88879, 1.36072, -3.20969)
N (0.98804, 0.76688, -2.42038)
C (-0.04643, 0.14966, -3.01209)
C (-0.20433, 0.09061, -4.37767)
H (1.37807, 1.26663, -8.43260)
H (2.24067, 1.78536, -7.03512)
H (2.57651, 1.85866, -5.13937)
H (2.71643, 1.86436, -2.72176)
H (-0.77172, -0.32186, -2.35688)
H (-1.04763, -0.42016, -4.82111)



CsH2O | ωB97M-V with the def2-TZVPD basis set

Its charge is +1. For the energy relative to the best compared isomer or geometry (same formula, charge and spin), the calculation gives 2.851 eV.

Positions of all 4 atoms, in Å:
Cs (0.06413, -0.94236, -1.53788)
O (0.12727, 0.08291, 0.23513)
H (-0.78068, 0.36906, 0.33499)
H (0.58928, 0.49039, 0.96776)



In order of appearance, gap between HOMO and LUMO = 9.8; 7.2; 13.0 eV.
In order of appearance, LUMO energy = 0.124; -5.520; -4.016 eV.